Molecular formula: C27H25N2O2STaTe
Method: DFT, ωB97M-V/def2-TZVPD

XYZ file:
```
59
Properties=species:S:1:pos:R:3:nbo_charge:R:1
Ta 0.14576 0.12944 -1.17501 1.867
O -0.94543 -1.38934 -1.41324 -0.767
C -2.12781 -2.02393 -1.47128 0.414
C -2.32310 -3.17543 -2.21338 -0.274
C -3.58358 -3.75090 -2.19694 -0.111
C -4.63225 -3.19975 -1.45718 -0.214
C -4.42782 -2.04788 -0.73141 -0.109
C -3.16537 -1.43758 -0.74777 -0.230
C -2.92859 -0.21912 -0.04823 0.246
N -1.87789 0.54973 -0.07256 -0.566
C -1.98165 1.67065 0.88337 -0.226
C -0.75492 1.57012 1.77046 -0.245
N 0.31144 1.74696 0.80295 -0.526
C 0.92550 2.87560 0.85833 0.211
C 1.82633 3.41235 -0.13342 -0.221
C 2.46307 4.64149 0.05508 -0.118
C 3.27768 5.15191 -0.93649 -0.208
C 3.46180 4.44075 -2.12046 -0.125
C 2.83031 3.22430 -2.33514 -0.272
C 2.00904 2.72931 -1.33722 0.395
O 1.35008 1.56568 -1.44354 -0.783
H -1.50985 -3.60047 -2.78436 0.252
H -3.75781 -4.64886 -2.77525 0.243
H -5.60221 -3.67575 -1.45924 0.249
H -5.23508 -1.60201 -0.16375 0.236
H -3.75219 0.08978 0.59394 0.206
H -2.90877 1.61153 1.45126 0.220
H -1.96700 2.61713 0.34096 0.220
H -0.69962 0.57919 2.22692 0.208
H -0.75883 2.32418 2.55973 0.222
H 0.73907 3.52816 1.71473 0.198
H 2.31168 5.18872 0.97752 0.233
H 3.76610 6.10581 -0.79916 0.247
H 4.10614 4.84436 -2.88961 0.245
H 2.97188 2.67029 -3.25378 0.240
C 0.03083 -2.73644 2.29524 -0.647
C 1.00228 -1.88146 1.53508 -0.029
C 1.79338 -0.92897 2.17855 -0.077
C 2.73652 -0.16775 1.49468 -0.211
C 2.90156 -0.33472 0.13538 -0.131
C 2.13000 -1.29469 -0.55370 -0.394
C 1.20756 -2.08186 0.16986 -0.185
H -0.78183 -3.07981 1.65548 0.228
H -0.39260 -2.20132 3.14430 0.234
H 0.53551 -3.62081 2.68878 0.260
H 1.68444 -0.79704 3.24907 0.233
H 3.34734 0.54558 2.03127 0.249
H 3.65728 0.22227 -0.40273 0.252
H 2.39771 -1.55582 -1.57264 0.289
H 0.69511 -2.89063 -0.33205 0.255
Te 0.55578 0.12306 -3.79282 0.546
C -0.43777 -1.53895 -4.57526 -0.570
C 0.12340 -2.77219 -4.77552 -0.270
C -0.72676 -3.63655 -5.51052 -0.258
C -1.89814 -3.03487 -5.86695 -0.397
S -1.97744 -1.42050 -5.32520 0.512
H 1.10423 -3.05603 -4.41989 0.235
H -0.47305 -4.65215 -5.77496 0.251
H -2.71769 -3.45825 -6.42558 0.263
```

Results
Kohn-Sham gap, eV: 6.48
Energy relative to the best compared isomer or geometry (same formula, charge and spin), kcal/mol: 48.3
2S+1: 1
Highest occupied orbital energy, eV: -13.8
Charge: +2


Molecular formula: C2H9NO2
Method: DFT, ωB97M-V/def2-TZVPD

XYZ file:
```
14
Properties=species:S:1:pos:R:3:nbo_charge:R:1
C -0.12837 0.75109 0.97960 -0.447
C -2.31535 0.79183 0.10622 -0.047
N -1.06081 0.81564 -0.15775 -0.429
H -0.65174 1.18468 1.86458 0.168
H -0.02347 -0.31390 1.24168 0.218
H 0.82459 1.27678 0.86020 0.231
H -2.98057 0.41735 -0.69997 0.183
H -2.59337 1.59920 0.78641 0.164
H 2.15584 -0.96485 -0.73894 0.496
H 3.67961 -0.89145 -0.79829 0.462
O 2.94672 -0.77100 -0.18575 -0.973
H -0.31182 -0.61263 -0.94822 0.490
H 0.13385 -2.05031 -0.91638 0.460
O 0.32488 -1.23242 -1.39339 -0.977
```

Results
Kohn-Sham gap, eV: 9.91
SMILES string: C=NC.O.O
Energy relative to the best compared isomer or geometry (same formula, charge and spin), kcal/mol: 32.2
2S+1: 1
Highest occupied orbital energy, eV: -9.7


Molecular formula: C23H21NO4S
Method: DFT, ωB97M-V/def2-TZVPD

XYZ file:
```
50
Properties=species:S:1:pos:R:3:nbo_charge:R:1
C 5.47684 1.72848 2.33738 -0.257
O 4.93060 0.38268 2.31792 -0.495
C 3.57921 0.23197 2.30763 0.326
C 3.07957 -1.09256 2.35134 -0.267
C 1.72546 -1.31643 2.45591 -0.167
C 0.80154 -0.24356 2.50588 -0.063
C -0.62461 -0.46163 2.63238 0.307
O -1.35702 0.70150 2.57639 -0.483
C -2.74017 0.63326 2.56598 0.279
C -3.41847 -0.57061 2.72348 -0.042
C -4.81676 -0.53761 2.76605 -0.187
C -5.50490 0.66190 2.56051 -0.232
C -4.79471 1.86000 2.38512 -0.198
C -3.40878 1.85406 2.43851 -0.241
C -2.66512 -1.87522 2.90778 -0.104
C -1.19410 -1.67166 2.84764 -0.298
C 1.30586 1.06910 2.42585 -0.171
C 2.66251 1.31701 2.32349 -0.316
H 6.55616 1.57009 2.34329 0.205
H 5.17808 2.28985 1.43903 0.183
H 5.16499 2.27099 3.24310 0.184
H 3.79103 -1.91519 2.32492 0.227
H 1.34379 -2.33480 2.47671 0.212
H -5.35382 -1.47438 2.94854 0.237
H -6.59401 0.66001 2.54306 0.218
H -5.31922 2.80174 2.22860 0.218
H -2.81760 2.76541 2.39482 0.225
H -2.98376 -2.57730 2.12286 0.219
H -0.56091 -2.54244 3.02272 0.218
H 0.63841 1.92964 2.42600 0.229
H 3.02072 2.34874 2.27757 0.220
C 0.41125 -8.04788 2.81617 -0.633
C -0.69425 -7.11720 3.23216 0.007
C -1.42688 -6.43819 2.25477 -0.237
C -2.38524 -5.49266 2.61168 -0.122
C -2.59540 -5.20653 3.96504 -0.375
S -3.75464 -3.92563 4.44882 2.325
N -2.99350 -2.48352 4.14559 -0.886
O -4.86324 -4.02799 3.52876 -0.940
O -3.91626 -3.95528 5.87504 -0.934
C -1.93943 -5.94930 4.95391 -0.166
C -0.99836 -6.90574 4.58008 -0.219
H 0.86913 -8.51385 3.69320 0.217
H 0.02116 -8.83855 2.16413 0.224
H 1.19804 -7.52260 2.25658 0.225
H -1.23812 -6.65389 1.20095 0.217
H -2.96043 -4.97993 1.84212 0.224
H -2.67338 -2.03225 5.00535 0.422
H -2.15360 -5.77307 6.00310 0.244
H -0.47726 -7.49476 5.33824 0.217
```

Results
Kohn-Sham gap, eV: 8.55
SMILES string: COc1ccc(C2=C[C@@H](NS(=O)(=O)c3ccc(C)cc3)c3ccccc3O2)cc1
Energy relative to the best compared isomer or geometry (same formula, charge and spin), kcal/mol: 0.0
2S+1: 1
Highest occupied orbital energy, eV: -8.0


Molecular formula: C6H12Cl12
Method: DFT, ωB97M-V/def2-TZVPD

XYZ file:
```
30
Properties=species:S:1:pos:R:3:nbo_charge:R:1
C 0.50561 -1.46693 5.12638 -0.364
Cl 1.59982 -0.05844 5.40300 -0.059
Cl -0.35956 -1.94018 6.67021 -0.067
H -0.14229 -1.18103 4.29778 0.241
H 1.08381 -2.31443 4.75822 0.218
C -4.40383 -0.53153 2.16620 -0.444
Cl -3.26611 0.40073 3.24176 -0.179
Cl -3.75033 -0.62170 0.50225 -0.184
H -4.68836 -1.46325 2.65511 0.195
H -5.36939 -0.02724 2.12784 0.196
C -3.13286 0.05136 -3.12780 -0.459
Cl -1.73223 -0.73705 -3.96446 -0.094
Cl -3.27278 1.71956 -3.62728 -0.091
H -4.03907 -0.54371 -3.24087 0.214
H -2.86633 0.13019 -2.07384 0.191
C 2.30175 2.65838 -3.65601 -0.404
Cl 1.28034 1.28513 -3.13095 -0.056
Cl 4.00410 2.15922 -3.84110 -0.063
H 1.95497 3.00018 -4.63121 0.215
H 2.17093 3.48320 -2.95554 0.217
C -0.47688 -0.51882 -0.23789 -0.404
Cl -0.06949 -0.60385 1.52158 -0.141
Cl -0.91342 -2.12644 -0.87127 -0.056
H -1.30228 0.18901 -0.31397 0.209
H 0.43497 -0.12266 -0.68475 0.216
C 4.99609 -0.06066 -0.45336 -0.401
Cl 3.30332 0.51560 -0.30284 -0.044
Cl 5.04738 -1.79041 -0.17320 -0.033
H 5.44321 0.07765 -1.43777 0.218
H 5.65891 0.43797 0.25384 0.214
```

Results
Kohn-Sham gap (alpha / beta), eV: 1.61 / 9.76
Energy relative to the best compared isomer or geometry (same formula, charge and spin), kcal/mol: 5.7
2S+1: 2
Highest occupied orbital energy (alpha / beta), eV: 0.7 / -7.5
Charge: -1


Molecular formula: C8H10
Method: DFT, ωB97M-V/def2-TZVPD

XYZ file:
```
18
Properties=species:S:1:pos:R:3:nbo_charge:R:1
C -0.50047 -0.36564 -1.20733 -0.214
C 0.09747 -0.08933 -2.41279 -0.209
C 0.83849 1.08506 -2.57884 -0.217
C 0.99064 1.99275 -1.51359 -0.210
C 0.36870 1.70823 -0.29413 -0.215
C -0.36256 0.54432 -0.16885 -0.216
C -0.49164 -2.21849 2.95133 -0.378
C -0.49206 -0.94860 2.52682 -0.406
H -0.99174 -1.32526 -1.07271 0.215
H -0.02598 -0.78052 -3.22056 0.209
H 1.23859 1.27630 -3.56546 0.212
H 1.68761 2.86300 -1.61216 0.216
H 0.48759 2.40719 0.49864 0.211
H -0.80227 0.23580 0.79001 0.218
H -1.40375 -2.75877 3.18803 0.195
H 0.42169 -2.79458 3.04768 0.194
H -1.45184 -0.41338 2.43315 0.191
H 0.39154 -0.41807 2.21074 0.205
```

Results
Kohn-Sham gap, eV: 10.37
SMILES string: c1ccccc1.C=C
Energy relative to the best compared isomer or geometry (same formula, charge and spin), kcal/mol: 33.8
2S+1: 1
Highest occupied orbital energy, eV: -9.3


Molecular formula: C29H23N2O4S4Tl
Method: DFT, ωB97M-V/def2-TZVPD

XYZ file:
```
63
Properties=species:S:1:pos:R:3:lowdin_charge:R:1
Tl -0.37367 0.68484 0.77701 0.413
C 1.34514 1.38150 3.97665 -0.051
C 1.62352 2.15445 2.72064 -0.338
N 0.72988 2.99322 2.33726 0.037
N 1.07674 3.82742 1.30099 -0.055
C 0.30209 3.87722 0.29035 -1.084
S -1.10262 2.91702 -0.09227 0.608
S 0.72441 5.13932 -0.91282 0.825
C 1.55760 4.07753 -2.15051 -0.421
C 0.64467 3.43793 -3.15618 -0.303
C 0.35762 2.07949 -3.08374 -0.044
C -0.51647 1.49524 -3.99278 -0.063
C -1.10050 2.26537 -4.98727 -0.108
C -0.81058 3.62327 -5.07318 -0.116
C 0.05503 4.20312 -4.16056 -0.076
C 2.88033 1.88115 1.98687 -0.122
C 4.09860 1.95262 2.65989 -0.064
C 5.30672 1.71921 2.02719 -0.140
C 5.28800 1.36669 0.67583 -0.128
C 4.09789 1.24784 -0.00508 -0.025
C 2.84224 1.49353 0.61476 -0.393
O 1.75359 1.35864 -0.06620 -0.231
H 0.40855 1.71220 4.41942 0.068
H 2.16578 1.51564 4.68754 0.068
H 1.28033 0.31538 3.74748 0.054
H 2.12401 3.32904 -1.59690 0.069
H 2.26021 4.75380 -2.64222 0.068
H 0.80416 1.48262 -2.29604 0.097
H -0.74248 0.44241 -3.88031 0.092
H -1.79195 1.81311 -5.68911 0.088
H -1.26891 4.23112 -5.84575 0.085
H 0.26472 5.26729 -4.21018 0.102
H 4.09445 2.22966 3.70943 0.099
H 6.24037 1.80773 2.56909 0.075
H 6.22042 1.17159 0.15510 0.085
H 4.07431 0.94895 -1.04664 0.106
S -1.93700 0.09130 2.73005 0.565
C -1.70514 -1.64875 2.65379 -0.700
C -2.72196 -2.45523 3.18474 -0.157
C -2.65497 -3.83414 3.16622 -0.131
C -1.55926 -4.45864 2.57865 -0.129
C -0.55354 -3.68477 2.03387 -0.152
C -0.58595 -2.28336 2.07441 -0.676
S 0.79895 -1.44432 1.38209 0.647
H -3.59027 -1.96022 3.60239 0.087
H -3.46766 -4.42050 3.58078 0.085
H -1.50250 -5.53951 2.51970 0.087
H 0.29104 -4.15732 1.54664 0.089
O -3.87963 -1.81135 0.10801 0.048
C -3.27583 -2.87092 -0.44765 -0.275
C -3.85972 -4.12796 -0.26966 -0.035
C -3.27522 -5.25483 -0.81661 -0.119
C -2.10087 -5.15375 -1.55613 -0.118
C -1.52902 -3.90463 -1.73783 -0.033
C -2.09527 -2.75671 -1.19851 -0.065
C -1.39743 -1.42914 -1.40602 -0.603
O -0.45901 -1.35458 -2.18973 0.025
O -1.86660 -0.45367 -0.69358 -0.178
H -3.24503 -1.05276 -0.01192 0.069
H -4.76055 -4.19019 0.32808 0.108
H -3.73343 -6.22473 -0.65382 0.087
H -1.63530 -6.03813 -1.97420 0.081
H -0.61301 -3.77832 -2.30149 0.112
```

Results
Kohn-Sham gap, eV: 6.56
Energy relative to the best compared isomer or geometry (same formula, charge and spin), kcal/mol: 0.0
2S+1: 1
Highest occupied orbital energy, eV: -2.1
Charge: -2